[1]
Formula: C5H10O
Source: the OMol25 dataset
Level of theory: the ωB97M-V functional and the def2-TZVPD basis

```
16
Properties=species:S:1:pos:R:3:forces:R:3
C -0.717900 0.173802 -0.543163 0.6 -1.0 -0.4
C -0.751741 -1.090064 -1.176325 -0.1 0.9 0.6
C -1.138445 0.408110 0.887598 -1.0 0.7 -1.9
C -0.217108 -0.244833 1.858534 0.7 -0.2 0.2
C 0.138201 0.276772 3.044839 -0.7 -0.9 -0.4
H -0.594020 1.001898 -1.236331 -0.3 0.4 0.4
H -1.245358 -1.099570 -2.144366 0.4 -0.6 -0.2
H -0.668280 -1.977420 -0.554921 -0.4 -0.3 -0.3
H -2.215922 0.133515 0.905520 0.0 -0.5 0.7
H -1.171218 1.502223 0.901168 0.3 0.0 1.0
H 0.204101 -1.183118 1.501647 0.5 0.4 -0.3
H 1.012013 0.007851 3.619531 -0.1 -0.5 0.2
H -0.694934 0.752031 3.522693 0.2 1.5 0.4
H 2.103012 0.493788 -3.963605 -0.5 1.0 0.0
H 3.153958 -0.020900 -3.218544 0.6 0.5 0.8
O 2.803641 0.865914 -3.404275 -0.1 -1.4 -0.7
```
Positions in Å, forces in eV/Å.

The HOMO energy (spin up / spin down) comes out at 0.728 / -2.796 eV. The LUMO energy (spin up / spin down) comes out at 4.028 / 3.829 eV. As for the spin multiplicity: 2. The value obtained for the relative energy (zero: lowest compared OMol25 entry of this formula, charge and spin) is 257.0 kJ/mol. Its charge is -1. Its expectation value of S² is 0.75. The calculation puts the gap between HOMO and LUMO (spin up / spin down) at 3.3 / 6.6 eV.

Löwdin atomic charge list, values in e, 4 entries: -0.3438, -0.1913, -0.3422, -0.2204

---

[2]
Formula: C10H15Br3F4NO3
Source: the OMol25 dataset
Level of theory: the ωB97M-V functional and the def2-TZVPD basis

```
36
Properties=species:S:1:pos:R:3:forces:R:3
O 0.176509 3.494348 0.862002 -0.2 0.1 0.3
C 0.702782 3.178040 -0.135538 0.3 0.0 -0.6
F 0.446500 3.774509 -1.321512 0.1 -0.3 0.4
C 1.690444 2.029422 -0.294328 0.0 0.1 0.0
N 0.911474 0.772868 -0.537984 -0.1 0.1 0.0
C 1.642065 -0.223478 -1.387719 0.2 -0.3 -0.1
C 0.847910 -1.548923 -1.346794 0.1 -0.2 0.0
O -0.502351 -1.304290 -1.010100 0.0 0.3 -0.1
C -0.713589 -0.809430 0.307183 0.0 -0.3 0.2
C -2.027152 -0.017512 0.372318 0.0 0.0 0.2
C -3.156777 -0.532317 -0.526281 0.1 -0.1 0.1
O -2.955263 -0.292470 -1.898025 0.1 0.2 0.1
C -4.476930 0.090967 -0.073532 0.5 0.1 0.3
F -4.365790 1.434802 -0.003963 0.1 0.3 0.0
F -4.814818 -0.340639 1.143432 0.0 -0.1 0.3
F -5.457955 -0.176530 -0.897718 -0.6 -0.3 -0.6
C 0.472260 0.072950 0.717895 -0.1 0.0 0.2
H 2.367668 2.191570 -1.134731 -0.1 0.0 0.1
H 2.237990 1.916897 0.642963 0.0 0.0 -0.2
H 0.051964 1.002862 -1.052715 0.1 0.0 0.0
H 2.642649 -0.344442 -0.962686 -0.1 0.0 0.0
H 1.727775 0.180004 -2.399095 -0.1 0.1 0.2
H 1.317597 -2.264305 -0.658247 -0.1 0.2 0.0
H 0.841983 -1.997460 -2.342577 0.0 0.1 0.2
H -0.772087 -1.651732 1.012636 0.1 0.1 -0.2
H -2.357503 -0.088482 1.416519 0.0 0.2 -0.1
H -1.878583 1.057528 0.180674 0.0 -0.2 -0.1
H -3.267672 -1.613689 -0.385325 0.0 0.1 -0.2
H -3.090173 0.649217 -2.080306 -0.1 -0.2 0.0
H 0.186874 0.808339 1.475180 0.0 0.0 -0.2
H 1.338843 -0.490895 1.073956 -0.1 0.1 0.0
C 4.164525 -1.838227 2.293304 -0.1 0.0 0.0
Br 3.093640 -1.714376 3.875189 0.0 0.0 0.0
Br 3.489246 -3.157195 1.069737 0.0 0.0 0.0
Br 4.321014 -0.114557 1.427303 0.1 0.1 0.0
H 5.164930 -2.133373 2.578885 0.0 0.0 0.0
```
Positions in Å, forces in eV/Å.

The HOMO energy comes out at -13.523 eV. The LUMO energy comes out at -3.213 eV. As for the spin multiplicity: 1. The value obtained for the relative energy (zero: lowest compared OMol25 entry of this formula, charge and spin) is 0.0 kJ/mol. Its charge is +1. The calculation puts the gap between HOMO and LUMO at 10.3 eV.

Löwdin atomic charge list, values in e, 4 entries: 0.2253, -0.4287, 0.1272, -0.0020

---

[3]
Formula: C17H17F5I2O19S
Source: the OMol25 dataset
Level of theory: the ωB97M-V functional and the def2-TZVPD basis

```
61
Properties=species:S:1:pos:R:3:forces:R:3
O 1.955434 -2.391494 3.172310 -0.1 0.3 -0.2
S 1.322470 -1.308258 2.510196 0.0 0.0 -0.1
O 2.061558 -0.422737 1.672895 0.0 -0.2 0.1
O 0.462829 -0.489155 3.546865 0.0 -0.1 0.2
C -0.866488 -0.240077 3.048924 0.0 -0.1 -0.1
C -1.167963 -1.466559 2.173294 -0.1 -0.1 0.2
I -1.974562 -3.079146 3.375436 0.1 0.1 -0.1
I -2.494713 -0.974132 0.600287 0.1 0.1 -0.1
O 0.078325 -1.850435 1.633909 0.0 0.0 0.0
H -0.867598 0.680207 2.463535 0.0 -0.1 0.0
H -1.525120 -0.167340 3.908566 0.1 0.0 -0.1
C 1.751271 2.514789 0.725466 0.0 0.0 0.1
C 0.494505 3.254847 1.140251 0.0 0.0 -0.2
O 0.980481 4.547260 1.432494 -0.1 0.0 -0.1
C 2.131549 4.743911 0.726756 0.0 0.0 0.0
O 2.672042 5.787729 0.596928 0.0 0.0 0.0
O 2.553075 3.573857 0.196046 0.1 0.0 0.0
F -0.069834 2.727671 2.265592 0.1 0.1 0.1
H 2.247414 2.075147 1.591152 -0.1 0.0 0.0
H 1.586294 1.750952 -0.028862 0.0 0.0 0.0
H -0.264893 3.318235 0.362062 -0.1 -0.1 0.1
C 2.679054 2.288343 -3.454466 0.1 0.0 0.0
C 1.767402 1.196037 -3.975230 0.0 0.1 0.0
O 0.659354 1.273965 -3.100002 -0.1 0.1 -0.1
C 0.619663 2.526931 -2.569290 0.2 0.0 0.1
O -0.278196 2.948734 -1.917394 -0.1 0.0 0.0
O 1.742331 3.201765 -2.871299 -0.1 0.0 0.0
F 2.322851 -0.040355 -3.874463 0.0 0.0 0.1
H 3.337355 1.900516 -2.677636 0.0 0.0 0.0
H 3.268691 2.781375 -4.220411 -0.1 0.1 0.0
H 1.420164 1.332923 -5.000458 0.1 -0.1 0.0
C -4.577973 -5.400739 -1.801790 0.0 0.0 -0.1
C -3.359210 -5.734384 -0.961346 0.0 0.0 0.1
O -3.362135 -4.704970 0.004233 0.0 -0.1 0.1
C -4.631051 -4.223713 0.127106 0.0 0.0 -0.1
O -4.993289 -3.493686 0.983159 -0.1 0.0 0.0
O -5.409195 -4.710756 -0.868618 0.0 0.0 0.0
F -2.209573 -5.676693 -1.673987 0.0 0.1 0.0
H -4.296510 -4.724455 -2.610913 0.0 0.0 0.0
H -5.100955 -6.266569 -2.195764 0.0 0.0 0.1
H -3.403144 -6.699239 -0.452417 0.1 0.0 -0.1
C -5.178508 1.843508 4.577648 0.0 0.0 0.1
C -3.663228 1.823965 4.506482 0.0 0.1 -0.1
O -3.425470 1.482724 3.158047 0.1 0.2 0.0
C -4.516691 1.843880 2.415721 0.0 -0.1 0.0
O -4.541925 1.865027 1.235826 -0.1 0.0 0.0
O -5.537639 2.177460 3.236335 0.0 0.0 0.0
F -3.113755 0.871352 5.301720 -0.1 -0.1 0.0
H -5.553096 0.847410 4.819812 0.0 0.0 0.0
H -5.583753 2.580237 5.264029 0.0 0.1 -0.1
H -3.179264 2.777602 4.725281 0.0 -0.1 0.1
C 5.205474 -1.066121 -2.491143 0.0 -0.1 0.0
C 6.259782 -1.629227 -3.426554 0.0 0.1 0.0
O 6.178011 -0.758982 -4.541067 0.2 0.1 0.0
C 5.655745 0.424136 -4.131354 -0.1 -0.1 0.0
O 5.613275 1.414735 -4.780015 -0.1 0.0 -0.1
O 5.188051 0.313011 -2.867856 0.0 0.0 0.1
F 5.976553 -2.889052 -3.827805 -0.1 0.0 0.0
H 4.233876 -1.513477 -2.706890 0.0 0.0 0.0
H 5.442435 -1.159077 -1.436011 0.0 0.1 0.0
H 7.278420 -1.609413 -3.035322 0.0 -0.1 0.0
```
Positions in Å, forces in eV/Å.

The HOMO energy comes out at -9.419 eV. The LUMO energy comes out at -0.336 eV. As for the spin multiplicity: 1. The calculation puts the gap between HOMO and LUMO at 9.1 eV.

Löwdin atomic charge list, values in e, 4 entries: -0.2053, 0.5806, -0.2235, -0.1898

---

[4]
Formula: C32H33N7O8PSTi
Source: the OMol25 dataset
Level of theory: the ωB97M-V functional and the def2-TZVPD basis

```
83
Properties=species:S:1:pos:R:3:forces:R:3
Ti 0.990560 -0.256311 -0.511024 0.5 -0.1 0.1
O -1.049158 -0.125369 -0.815818 -0.1 0.1 -0.1
N -1.918703 -1.079454 -0.552310 -0.1 -0.1 0.1
C -3.201876 -0.696451 -0.377672 0.0 0.0 0.0
C -4.186708 -1.604719 -0.101705 -0.1 0.0 0.0
C -3.838832 -2.955927 0.003360 0.1 0.0 0.0
C -2.530683 -3.327632 -0.173813 -0.2 0.0 0.0
C -1.515838 -2.387714 -0.452207 0.3 0.0 -0.1
S 0.127246 -2.778074 -0.639130 -0.2 0.1 -0.1
H -3.352709 0.370355 -0.468279 0.0 0.0 0.0
H -5.199938 -1.258893 0.042353 0.0 0.0 0.0
H -4.589413 -3.702170 0.229927 0.0 0.0 0.0
H -2.224326 -4.360122 -0.084543 0.0 0.0 0.0
O 7.150801 0.959840 -0.509349 0.0 0.0 0.0
C 5.939884 0.697678 -0.444787 0.0 -0.1 -0.1
C 5.235326 -0.484707 -0.889102 0.0 0.1 -0.1
O 5.671413 -1.510773 -1.479535 0.0 0.0 0.0
C 3.797548 -0.216607 -0.585592 0.1 0.0 0.1
C 3.605983 1.012210 -0.013861 -0.1 -0.1 0.0
O 2.326314 1.379491 0.342189 0.0 -0.1 0.0
C 4.878273 1.685438 0.132944 0.0 0.1 0.1
O 5.123879 2.785497 0.598560 0.0 0.0 0.0
O 2.789998 -1.007363 -0.849315 0.0 -0.1 -0.1
C 0.076352 3.719848 1.762980 0.0 0.0 0.0
P -0.850125 2.155433 1.506961 0.1 0.0 0.1
C -1.489788 1.772855 3.175315 -0.1 0.0 0.0
C -2.325283 0.657785 3.279869 0.0 0.0 0.0
C -2.832221 0.256467 4.501745 0.0 0.0 0.0
C -2.485627 0.946845 5.657526 0.0 0.0 0.0
C -1.631670 2.035395 5.573438 0.0 0.0 0.0
C -1.141510 2.448792 4.339957 0.0 0.0 0.0
C -2.364615 2.812702 0.693247 0.0 0.0 0.0
C -3.578481 3.095860 1.317628 0.0 0.0 0.0
C -4.672571 3.527885 0.578064 0.0 0.0 0.0
C -4.568839 3.692220 -0.796358 0.0 0.0 0.0
C -3.362901 3.416297 -1.429605 0.0 0.0 0.0
C -2.275516 2.970440 -0.693695 0.0 0.0 0.0
H -0.471546 4.469837 2.337487 0.0 0.0 0.0
H 0.311816 4.116402 0.775053 0.0 0.0 0.0
H 1.027684 3.479650 2.240343 0.0 0.0 0.0
H -2.557816 0.086593 2.385657 0.0 0.0 0.0
H -3.464391 -0.620693 4.561584 0.0 0.0 0.0
H -2.862568 0.618810 6.618939 0.0 0.0 0.0
H -1.337726 2.564241 6.472504 0.0 0.0 0.0
H -0.468218 3.295320 4.292000 0.0 0.0 0.0
H -3.671988 2.966560 2.389004 0.0 0.0 0.0
H -5.611113 3.737422 1.078771 0.0 0.0 0.0
H -5.424205 4.026500 -1.371525 0.0 0.0 0.0
H -3.275047 3.531008 -2.503258 0.0 0.0 0.0
H -1.347132 2.710351 -1.192360 0.0 0.0 0.0
C -0.008942 -2.501871 -3.994103 0.0 0.1 0.0
N 1.376969 -2.097983 -3.996730 0.1 -0.1 0.1
C 2.323538 -2.936734 -4.698276 0.0 0.0 0.0
C 3.699311 -2.738174 -4.093558 0.0 0.0 0.0
C 4.083240 -1.282819 -4.227266 0.0 0.0 0.0
N 2.972134 -0.420964 -3.833392 0.1 0.0 0.1
C 3.328498 0.962525 -3.578708 0.0 0.0 0.0
C 1.746648 -0.880697 -3.496136 -0.1 0.1 -0.1
O 0.937878 -0.202046 -2.827704 0.0 0.0 -0.1
H -0.132475 -3.467195 -3.501541 0.0 0.0 0.0
H -0.379871 -2.572854 -5.025755 0.0 0.0 0.0
H -0.587523 -1.759425 -3.453142 0.0 0.0 0.0
H 2.342269 -2.696499 -5.773688 0.0 0.0 0.0
H 1.987486 -3.971723 -4.599306 0.0 0.0 0.0
H 4.439948 -3.363976 -4.593583 0.0 0.0 0.0
H 3.681829 -3.000916 -3.033738 0.0 0.0 0.0
H 4.374050 -1.046231 -5.260722 0.0 0.0 0.0
H 4.922861 -1.077768 -3.558162 0.0 0.0 0.0
H 4.153544 1.028361 -2.869179 0.0 0.0 0.0
H 2.473857 1.500097 -3.184018 0.0 0.0 0.0
H 3.640730 1.425826 -4.521519 0.0 0.0 0.0
N -0.934186 -2.773944 5.269267 -0.1 -0.1 0.1
C -0.335994 -2.577795 4.016762 0.1 -0.1 0.0
N -0.889124 -3.355445 3.002904 -0.2 -0.2 0.0
N 0.300890 -1.382174 3.809028 0.1 0.2 -0.1
C 0.611787 -1.048364 2.617635 -0.2 -0.2 0.1
N 0.900941 -0.748891 1.518030 -0.1 0.2 0.0
H -1.946934 -2.951801 5.176374 0.0 0.0 0.0
H -0.801295 -1.939298 5.828924 0.0 0.0 0.0
H -1.922116 -3.383783 3.035564 0.0 0.1 -0.1
H -0.567920 -3.103641 2.074003 0.0 0.0 0.0
O 1.516223 2.898515 -1.324199 -0.1 0.0 0.1
C 1.317754 1.838639 -0.856631 -0.1 0.1 -0.1
```
Positions in Å, forces in eV/Å.

The HOMO energy (spin up / spin down) comes out at 0.203 / -1.872 eV. The LUMO energy (spin up / spin down) comes out at 3.925 / 3.861 eV. As for the spin multiplicity: 4. The value obtained for the relative energy (zero: lowest compared OMol25 entry of this formula, charge and spin) is 159.1 kJ/mol. Its charge is -2. Its expectation value of S² is 3.78. The calculation puts the gap between HOMO and LUMO (spin up / spin down) at 3.7 / 5.7 eV.

Löwdin atomic charge list, values in e, 4 entries: 0.8381, -0.2746, -0.1748, -0.0282

---

[5]
Formula: C5H6N2O3
Source: the OMol25 dataset
Level of theory: the ωB97M-V functional and the def2-TZVPD basis

```
16
Properties=species:S:1:pos:R:3:forces:R:3
C 1.417018 -0.547743 -0.944081 -2.1 2.3 2.3
C 1.796698 0.737746 -0.433777 0.9 0.9 0.7
C 0.221598 -1.065445 -0.608602 0.1 2.2 0.8
C 1.028179 1.284165 0.531125 0.6 1.0 -0.5
C -0.723479 -0.392052 0.361269 0.7 -0.4 -0.3
N -0.118105 0.735512 0.943047 -0.7 -0.6 0.4
N -2.082059 0.176835 -0.438872 0.5 -1.6 3.0
O -2.930579 0.565503 0.338346 0.0 0.5 -0.5
O -2.156324 0.065292 -1.615391 0.0 0.2 -1.4
O -1.160582 -1.349527 1.359096 0.1 1.6 -1.7
H 2.100686 -0.972164 -1.545259 1.8 -1.9 -2.3
H 2.719041 1.280610 -0.698413 -0.6 -0.7 0.0
H -0.194661 -1.866058 -1.094504 -0.7 -2.2 -1.0
H 1.189636 2.245210 1.031626 0.5 -0.4 -0.4
H -0.507284 1.174916 1.747276 -0.9 -0.2 0.3
H -0.599784 -2.072794 1.067116 -0.1 -0.7 0.5
```
Positions in Å, forces in eV/Å.

The HOMO energy comes out at -8.445 eV. The LUMO energy comes out at 0.567 eV. As for the spin multiplicity: 1. Its structure (SMILES) is O=[N+]([O-])[C@@]1(O)C=CC=CN1. The value obtained for the relative energy (zero: lowest compared OMol25 entry of this formula, charge and spin) is 393.4 kJ/mol. The calculation puts the gap between HOMO and LUMO at 9.0 eV.

Löwdin atomic charge list, values in e, 4 entries: -0.0503, -0.0847, -0.0147, -0.1191

---

[6]
Formula: C10H10CeClNO3
Source: the OMol25 dataset
Level of theory: the ωB97M-V functional and the def2-TZVPD basis

```
26
Properties=species:S:1:pos:R:3:forces:R:3
C 2.335883 -0.329600 -0.872376 1.0 -1.4 -0.4
C 1.383333 -0.858307 -1.826451 0.9 -1.0 0.7
C 0.718196 -1.977802 -1.202078 0.9 0.4 0.0
H 1.147146 -0.413268 -2.805420 0.2 -0.3 0.6
C 1.238558 -2.124213 0.131250 0.2 0.3 -0.5
C 2.239935 -1.112864 0.331222 1.0 -0.4 -0.7
H 2.763921 -0.879696 1.284222 -0.5 -0.3 -0.9
H 2.942952 0.584695 -1.008408 -0.5 -0.8 0.1
H -0.110334 -2.546461 -1.640527 0.5 0.3 0.3
H 0.842638 -2.802174 0.915141 0.4 0.5 -0.7
Ce 0.142817 0.283184 0.077905 -1.5 -0.4 -1.6
Cl 0.819368 2.644747 -0.914464 0.2 0.7 -0.5
C -2.207175 1.077724 0.442429 -1.0 -0.6 -0.8
C -2.281623 -0.271733 0.958392 -0.3 0.7 -0.2
C -2.169131 -1.175344 -0.137623 0.0 0.0 -0.2
H -2.291220 -0.540917 2.038069 -0.1 0.2 -1.0
C -2.022407 -0.413483 -1.343249 -0.5 0.4 0.2
C -2.042570 0.978523 -0.999308 -1.2 -0.4 0.8
H -1.831931 1.819780 -1.675965 -0.3 -0.6 0.4
H -2.087110 1.994486 1.034430 -0.3 -0.5 -0.3
H -2.119261 -2.284305 -0.059138 -0.1 1.1 -0.1
H -1.841755 -0.807872 -2.362603 -0.2 0.2 0.9
O 2.364083 2.466956 2.539556 -2.7 -0.4 -0.3
N 1.128043 2.346497 2.435698 0.3 -0.2 0.3
O 0.289857 3.175431 2.819919 1.5 -1.8 -0.9
O 0.647785 1.166018 1.839376 2.0 4.2 4.9
```
Positions in Å, forces in eV/Å.

The HOMO energy (spin up / spin down) comes out at -3.335 / -4.942 eV. The LUMO energy (spin up / spin down) comes out at 2.769 / 2.764 eV. As for the spin multiplicity: 2. Its charge is -1. Its expectation value of S² is 0.75. The calculation puts the gap between HOMO and LUMO (spin up / spin down) at 6.1 / 7.7 eV.

Löwdin atomic charge list, values in e, 4 entries: -0.2554, -0.2044, -0.1956, 0.1167

---

Per-record DFT total energy, a.u.: -271.593424 -8791.777296 -3580.516544 -3813.511677 -529.220908 -1602.840507